Record 1
60
Properties=species:S:1:pos:R:3:forces:R:3 method="wB97M-V/def2-TZVPD" relative_energy_kcal_mol=0.00 spin_multiplicity=5 homo_lumo_gap_ev="7.261 / 5.435" total_charge=+2 fmax_ev_per_a=0.46
Ru 0.287 -0.224 0.287 -0.10 0.25 -0.16
C -1.331 0.830 -2.720 -0.01 0.01 0.00
C -1.828 1.279 -1.389 -0.02 0.01 0.01
C -2.944 2.043 -1.121 0.00 0.00 -0.01
C -2.998 2.158 0.263 -0.01 0.00 0.03
N -1.965 1.513 0.794 0.06 -0.01 0.00
N -1.227 0.961 -0.208 -0.02 -0.03 -0.13
B -1.633 1.211 2.302 -0.02 -0.01 -0.02
N -1.738 -0.342 2.397 0.04 -0.02 0.03
C -2.472 -1.173 3.131 -0.01 -0.01 -0.01
C -2.184 -2.485 2.757 0.00 -0.01 0.02
C -1.230 -2.399 1.771 0.00 0.04 -0.01
C -0.591 -3.502 0.999 0.00 0.03 -0.01
N -0.950 -1.079 1.558 -0.02 -0.11 0.03
N -0.163 1.612 2.577 0.01 0.03 0.01
C 0.322 2.321 3.602 -0.02 0.00 0.00
C 1.701 2.378 3.489 0.02 0.01 0.01
C 2.010 1.655 2.346 0.04 0.00 -0.03
C 3.340 1.381 1.735 -0.02 0.03 0.00
N 0.868 1.190 1.798 0.05 -0.05 -0.01
N -2.551 1.960 3.197 0.02 0.02 0.00
C -2.739 3.315 3.236 0.00 -0.04 0.02
C -3.437 3.607 4.369 -0.01 0.02 0.00
C -3.637 2.357 5.011 0.00 -0.01 0.02
C -4.347 2.088 6.295 0.01 0.01 -0.01
N -3.092 1.382 4.312 -0.03 0.02 -0.02
H -2.145 0.861 -3.441 -0.01 0.00 0.01
H -0.964 -0.196 -2.695 0.05 -0.01 0.00
H -0.564 1.506 -3.113 0.01 -0.02 0.00
H -3.639 2.450 -1.835 0.00 0.00 0.00
H -3.720 2.652 0.892 0.00 0.00 0.00
H -3.138 -0.766 3.874 0.00 0.00 0.00
H -2.627 -3.381 3.155 0.00 0.00 0.00
H -1.216 -4.390 1.050 0.00 0.00 -0.01
H 0.380 -3.765 1.419 -0.01 -0.02 0.02
H -0.476 -3.245 -0.057 0.01 0.00 0.00
H -0.339 2.741 4.343 0.00 0.00 0.00
H 2.388 2.883 4.146 0.00 0.00 0.00
H 4.083 2.072 2.124 0.00 -0.01 0.01
H 3.297 1.507 0.652 0.00 0.01 0.03
H 3.677 0.369 1.966 0.00 -0.01 -0.01
H -2.352 3.966 2.467 0.01 0.00 -0.01
H -3.769 4.575 4.701 0.00 0.00 0.00
H -5.365 2.474 6.260 0.00 0.00 0.00
H -3.840 2.577 7.126 0.00 0.00 0.00
H -4.385 1.020 6.492 0.00 0.00 0.00
C 1.986 -0.996 -3.335 0.00 0.06 0.07
C 2.437 -0.464 -2.027 0.07 -0.01 -0.08
C 3.858 -0.173 -1.720 -0.07 -0.02 0.03
O 1.519 0.431 -1.387 -0.27 -0.06 0.15
C 2.433 -2.472 0.067 -0.11 0.41 -0.18
O 2.970 -3.229 -0.595 0.05 -0.20 0.21
O 1.875 -1.675 0.741 0.24 -0.36 0.01
H 2.027 -0.221 -4.114 -0.01 0.00 0.00
H 0.967 -1.384 -3.301 -0.01 -0.02 0.01
H 2.645 -1.800 -3.658 0.01 0.01 0.00
H 4.167 0.764 -2.202 0.01 0.01 0.00
H 4.494 -0.967 -2.107 0.00 -0.01 0.00
H 4.045 -0.057 -0.651 0.00 -0.03 -0.04
H 0.970 0.874 -2.055 0.07 0.09 -0.01


Record 2
63
Properties=species:S:1:pos:R:3:forces:R:3 method="wB97M-V/def2-TZVPD" relative_energy_kcal_mol=51.43 homo_lumo_gap_ev="6.286 / 6.875" total_charge=-1 fmax_ev_per_a=0.95
Bi -0.244 -0.257 -1.125 -0.30 -0.43 0.47
C 2.563 0.528 3.832 -0.14 0.01 -0.17
C 1.040 0.417 3.811 0.01 0.09 0.24
C 0.599 -0.694 4.781 0.05 0.08 -0.13
C 0.425 1.753 4.239 0.07 -0.11 -0.06
N 0.669 0.158 2.423 0.19 0.11 -0.11
N -0.656 -0.238 2.156 -0.07 -0.01 0.03
H 2.908 0.849 4.817 0.02 -0.01 -0.02
H 2.885 1.245 3.076 0.04 0.03 0.03
H 3.019 -0.432 3.588 0.05 -0.04 0.01
H 1.071 -0.546 5.754 -0.04 -0.01 0.02
H 0.904 -1.670 4.396 0.00 -0.02 0.03
H -0.482 -0.695 4.934 0.01 -0.03 0.02
H 0.722 2.001 5.262 -0.04 0.01 0.00
H -0.665 1.716 4.197 0.00 0.01 0.01
H 0.772 2.535 3.564 -0.03 0.04 0.03
H 1.324 -0.468 1.974 0.01 -0.17 -0.03
H -1.229 0.598 2.111 -0.10 -0.05 -0.07
H -1.028 -0.851 2.877 -0.05 0.00 -0.01
N -0.308 0.319 -3.138 -0.29 -0.08 -0.90
C 0.596 0.950 -3.863 0.22 0.37 0.06
C 1.633 1.787 -3.330 -0.18 -0.15 -0.08
C 2.505 2.451 -4.160 0.10 0.13 0.08
C 2.425 2.310 -5.547 -0.07 -0.05 0.09
C 1.438 1.491 -6.098 0.04 0.03 -0.14
C 0.532 0.845 -5.291 -0.03 -0.09 0.12
H 1.706 1.893 -2.255 0.10 -0.01 0.05
H 3.269 3.086 -3.724 0.00 -0.01 -0.03
H 3.120 2.838 -6.187 0.02 -0.03 -0.01
H 1.386 1.367 -7.173 -0.03 0.02 0.01
H -0.239 0.205 -5.699 -0.02 0.03 0.00
C 4.520 -0.444 -1.598 -0.51 0.03 0.19
S 3.020 -0.316 -0.619 0.64 -0.32 -0.21
O 3.187 -1.174 0.537 -0.09 0.02 0.04
O 2.808 1.087 -0.318 -0.07 0.15 -0.04
O 1.996 -0.841 -1.574 0.08 0.19 0.12
H 5.384 -0.330 -0.950 -0.02 0.05 0.03
H 4.470 0.341 -2.349 0.08 -0.02 -0.04
H 4.501 -1.424 -2.068 0.10 -0.01 0.01
C -0.246 4.982 -0.811 0.03 0.12 -0.09
C -0.516 3.653 -0.291 0.00 -0.19 0.08
N -0.729 2.604 0.121 -0.06 0.03 0.03
H -1.006 5.677 -0.458 0.00 0.00 -0.02
H -0.263 4.953 -1.900 0.00 0.02 0.01
H 0.733 5.320 -0.478 0.00 -0.02 0.00
O -6.148 -1.026 1.362 0.15 -0.05 -0.01
S -5.657 -1.577 0.122 -0.01 -0.01 0.15
O -6.642 -2.192 -0.729 0.15 -0.02 -0.11
N -4.742 -0.494 -0.673 -0.16 -0.11 0.03
C -3.481 -0.874 -0.718 -0.16 0.27 -0.04
O -2.577 -0.193 -1.291 0.28 -0.17 0.17
C -3.203 -2.171 -0.041 0.03 -0.35 0.17
C -1.890 -2.870 -0.006 0.19 0.19 -0.12
C -1.980 -4.192 0.691 0.04 -0.06 -0.07
C -3.142 -4.711 1.153 0.00 0.01 0.05
C -4.366 -3.998 1.049 -0.16 -0.11 0.15
C -4.331 -2.741 0.463 0.01 0.62 -0.35
H -1.128 -2.251 0.492 -0.04 -0.07 0.09
H -1.051 -4.747 0.743 -0.03 -0.03 0.04
H -3.156 -5.694 1.609 0.06 -0.01 -0.02
H -5.301 -4.421 1.389 0.03 -0.02 0.03
O -0.274 -2.342 -1.703 0.00 0.23 0.49
O -1.447 -3.087 -1.356 -0.14 0.02 -0.30


Record 3
53
Properties=species:S:1:pos:R:3:forces:R:3 method="wB97M-V/def2-TZVPD" relative_energy_kcal_mol=0.00 spin_multiplicity=5 homo_lumo_gap_ev="7.749 / 7.557" fmax_ev_per_a=3.82
C 0.811 4.393 -1.903 -0.01 0.56 -0.30
C 1.605 3.820 -0.926 -0.07 -0.80 0.25
C 1.323 2.517 -0.446 0.42 0.67 -0.28
C 0.225 1.803 -0.930 -1.48 -1.17 -0.16
C -0.609 2.436 -1.869 0.34 0.64 -0.26
C -0.289 3.705 -2.393 -0.70 -0.52 -0.05
C 2.309 1.898 0.494 0.41 -0.33 0.16
C 1.920 1.448 1.896 -0.62 -0.06 1.54
N 0.529 1.173 2.211 -0.67 -1.61 -1.30
Cr -0.502 -0.281 -0.411 3.41 1.61 0.64
C -1.839 1.707 -2.388 -0.53 -0.39 -0.44
P -2.457 0.553 -1.098 -0.07 1.92 -0.23
H 2.498 4.343 -0.569 -0.36 -0.15 -0.03
H -0.925 4.099 -3.199 0.37 0.10 0.43
H 1.059 5.392 -2.285 -0.14 -0.48 0.10
H -1.593 1.054 -3.239 0.11 0.19 -0.01
H -2.683 2.343 -2.728 0.57 -0.03 0.19
H 2.739 1.002 0.028 -0.07 0.32 -0.20
H 3.110 2.603 0.720 0.24 0.04 -0.58
H 2.428 0.495 2.070 0.20 0.40 0.16
C -3.627 -0.552 -1.878 -0.49 0.05 0.05
C -3.379 1.688 -0.022 -0.73 -0.02 0.17
H 2.251 2.210 2.638 0.27 -0.27 -0.20
C -0.330 2.312 2.384 0.44 -0.14 0.26
C 0.318 0.126 3.214 0.19 0.26 -0.44
H -1.641 -1.699 0.088 -0.41 -0.42 -0.34
H -0.075 2.794 3.358 -0.40 0.24 -0.42
H -0.183 2.981 1.532 -0.06 0.18 0.35
H -1.374 1.972 2.377 0.10 0.20 0.20
H 0.538 0.532 4.249 -0.22 -0.78 -0.72
H -0.733 -0.205 3.116 0.24 0.28 0.53
H 0.921 -0.771 2.932 -0.12 0.83 0.58
H -4.290 2.009 -0.549 0.22 0.10 0.12
H -3.698 1.174 0.883 -0.03 -0.06 0.09
H -2.797 2.566 0.291 0.05 -0.38 -0.36
H -4.422 0.060 -2.316 -0.17 -0.44 0.01
H -3.092 -1.092 -2.669 -0.24 -0.03 0.21
H -4.002 -1.246 -1.101 -0.04 0.27 -0.63
H -1.229 -1.575 0.697 0.27 -0.41 0.83
Cl 0.864 -7.744 -0.705 -0.05 -0.93 -0.13
C 1.235 -6.101 -0.487 -0.41 1.81 0.13
C 2.315 -5.704 0.303 0.03 -0.01 0.06
C 2.542 -4.349 0.546 -0.95 0.07 -0.48
C 1.658 -3.397 -0.004 0.51 0.05 -0.08
C 0.617 -3.781 -0.846 0.19 -0.29 0.19
C 0.382 -5.136 -1.051 0.27 0.07 0.03
C 1.874 -1.935 0.317 0.01 -0.06 -0.66
O 2.594 -1.664 1.265 -0.25 0.47 -0.22
O 1.279 -1.092 -0.505 0.25 -0.64 1.16
H 2.940 -6.472 0.756 -0.04 0.21 -0.16
H 3.371 -3.996 1.154 -0.24 -0.14 -0.06
H -0.006 -3.022 -1.350 0.41 -0.52 0.41
H -0.479 -5.393 -1.650 0.07 -0.45 -0.07


Record 4
58
Properties=species:S:1:pos:R:3:forces:R:3 method="wB97M-V/def2-TZVPD" relative_energy_kcal_mol=0.00 smiles="COCC(=O)N(C)C1(c2nnnn2CCOC(=O)Nc2ccc(Cl)cc2)CCCCC1" homo_lumo_gap_ev=9.165 fmax_ev_per_a=1.49
C -1.753 -0.901 -2.049 0.03 -0.12 -0.20
H -0.897 -1.517 -2.341 -0.05 0.04 -0.04
O -1.602 -0.388 -0.743 0.05 0.07 0.27
C -1.328 -1.383 0.235 -0.02 -0.06 -0.08
H -1.621 -0.957 1.191 0.02 -0.05 -0.01
C 0.166 -1.713 0.106 -0.42 -0.03 -0.04
O 0.510 -2.601 -0.652 -0.09 -0.30 -0.06
N 1.011 -0.858 0.729 0.34 0.21 0.02
C 0.597 -0.192 1.960 -0.32 0.03 0.26
H 1.470 0.238 2.446 -0.04 -0.06 0.04
H 0.158 -0.913 2.651 0.03 0.07 0.07
H -0.125 0.604 1.772 0.11 -0.02 0.06
C 2.449 -0.754 0.402 -0.05 -0.57 -0.11
C 2.830 0.678 0.628 -0.23 0.64 -0.24
N 3.838 1.135 1.335 -0.13 -1.01 0.12
N 3.825 2.454 1.217 0.62 0.74 0.40
N 2.872 2.840 0.482 -0.78 0.81 -0.65
N 2.202 1.754 0.077 0.94 -0.91 0.71
C 1.035 1.873 -0.750 -0.67 0.34 -0.43
H 1.338 2.031 -1.791 -0.05 -0.11 0.11
H 0.447 0.955 -0.684 0.17 0.13 0.02
C 0.166 3.049 -0.277 0.38 0.04 0.44
H 0.159 3.087 0.818 0.07 0.04 -0.24
H 0.534 3.997 -0.670 -0.10 -0.12 0.07
O -1.161 2.891 -0.750 -0.29 -0.10 -0.26
C -2.010 2.220 0.075 0.14 0.24 -0.25
O -1.724 1.880 1.193 -0.07 -0.11 0.26
N -3.197 2.061 -0.559 -0.02 0.34 -0.51
C -4.269 1.255 -0.174 -0.18 -0.22 0.22
C -5.260 0.985 -1.116 0.14 0.04 0.11
C -6.341 0.188 -0.792 -0.01 -0.05 0.15
C -6.435 -0.347 0.483 0.16 0.11 -0.04
C -5.459 -0.083 1.431 -0.17 -0.04 -0.19
C -4.382 0.719 1.106 0.12 0.05 0.01
H -3.623 0.931 1.840 0.02 0.01 0.05
H -5.544 -0.500 2.422 -0.02 -0.04 0.09
Cl -7.783 -1.349 0.893 -0.18 -0.13 0.05
H -7.105 -0.020 -1.524 -0.07 -0.02 -0.05
H -5.182 1.399 -2.110 0.01 0.05 -0.12
H -3.218 2.401 -1.511 0.06 -0.04 0.18
C 3.247 -1.716 1.298 0.22 0.25 0.03
H 2.841 -2.715 1.123 -0.09 0.02 -0.01
C 4.743 -1.707 0.997 0.07 -0.19 -0.04
C 5.009 -1.983 -0.478 0.08 0.23 0.08
C 4.264 -0.969 -1.338 -0.04 -0.12 -0.03
C 2.763 -1.066 -1.074 0.16 -0.07 -0.15
H 2.435 -2.080 -1.296 0.01 0.18 0.00
H 2.213 -0.384 -1.726 -0.10 -0.02 -0.02
H 4.632 0.036 -1.115 0.08 0.06 -0.07
H 4.448 -1.164 -2.396 -0.01 0.07 -0.01
H 4.669 -2.989 -0.734 0.03 -0.09 -0.06
H 6.080 -1.926 -0.678 0.02 -0.08 -0.02
H 5.230 -2.466 1.612 0.03 0.01 0.05
H 5.153 -0.734 1.268 0.07 -0.16 0.03
H 3.088 -1.458 2.346 -0.09 -0.02 0.04
H -1.911 -2.289 0.034 0.12 0.04 0.06
H -2.667 -1.500 -2.124 0.02 0.01 -0.01
H -1.825 -0.040 -2.711 -0.03 -0.02 -0.05